Computed, not measured: the molecule C4H5NO at a distorted geometry, with the ωB97M-V functional and the def2-TZVPD basis.

```
11
C4H5NO | OMol25 | the ωB97M-V functional and the def2-TZVPD basis
C -1.54680 -0.40716 -0.08373
C -0.12044 0.02532 -0.06783
C 0.50023 1.11527 0.44250
O 1.84447 0.99448 0.28758
C 2.03537 -0.17250 -0.43105
N 0.84967 -0.72952 -0.67784
H -1.67657 -1.36344 0.43761
H -1.88406 -0.55102 -1.11420
H -2.18761 0.33396 0.39667
H 0.12022 2.03047 0.87511
H 2.06553 -1.27586 -0.06480
```

For the total energy, the calculation gives -7763.42207 eV. The calculation puts the HOMO-LUMO gap at 10.10 eV. The calculation puts the energy above the lowest of the compared OMol25 structures with the same formula, charge and spin at 3.1044 eV.

Here are the Mulliken charges for atoms 1 to 5, given in e:
1. C -0.9871
2. C 0.3672
3. C -0.1207
4. O -0.1969
5. C -0.2297



Computed, not measured: a structure of composition C4H5NO at a distorted geometry, with the ωB97M-V functional and the def2-TZVPD basis.

```
11
C4H5NO | OMol25 | the ωB97M-V functional and the def2-TZVPD basis
C -1.46935 0.16638 0.19929
C -0.18905 -0.56435 0.25122
C 0.61139 -1.48836 0.44591
O 2.44309 -0.42434 -0.23544
N 1.89795 0.62298 -0.54802
C 0.75873 1.04462 -0.53118
H -2.30367 -0.42554 0.55569
H -1.37983 1.08127 0.79429
H -1.64708 0.47133 -0.83693
H 1.07172 -2.42822 0.69418
H 0.20610 1.94423 -0.78901
```

For the total energy, the calculation gives -7760.61278 eV. The calculation puts the HOMO-LUMO gap at 9.97 eV. The calculation puts the energy above the lowest of the compared OMol25 structures with the same formula, charge and spin at 5.9137 eV.

Here are the Mulliken charges for atoms 1 to 5, given in e:
1. C -1.3392
2. C 0.2199
3. C -0.2111
4. O -0.4782
5. N 0.0838



Computed, not measured: the molecule C4H5NO at a distorted geometry, with the ωB97M-V functional and the def2-TZVPD basis.

```
11
C4H5NO | OMol25 | the ωB97M-V functional and the def2-TZVPD basis
C 0.70816 -1.00183 -0.85323
C 0.47731 0.48873 -0.70099
C -0.47986 0.99702 0.27909
O -0.97569 -0.03865 1.01112
C -1.50936 0.60297 2.03004
N -1.93646 1.05229 3.00427
H 1.05431 -1.45692 0.07936
H 1.46140 -1.17647 -1.62176
H -0.21271 -1.50729 -1.15223
H 0.18352 0.99332 -1.63011
H 1.39471 1.02793 -0.40697
```

For the total energy, the calculation gives -7762.32021 eV. The calculation puts the HOMO-LUMO gap at 9.58 eV. The calculation puts the energy above the lowest of the compared OMol25 structures with the same formula, charge and spin at 4.2062 eV.

Here are the Mulliken charges for atoms 1 to 5, given in e:
1. C -1.1121
2. C -0.0577
3. C -0.5458
4. O -0.2038
5. C 0.7264



Computed, not measured: the molecule C4H5NO, with the ωB97M-V functional and the def2-TZVPD basis.

```
11
C4H5NO | OMol25 | the ωB97M-V functional and the def2-TZVPD basis
C 0.35723 1.10746 -0.49119
C 0.03638 -0.25534 0.05888
N 0.88815 -1.03806 0.61235
O 2.14329 -0.45963 0.61964
C -1.33603 -0.68093 0.02203
C -2.52473 -0.87317 -0.01741
H 1.02736 1.02937 -1.35338
H -0.56066 1.61436 -0.79283
H 0.87311 1.69862 0.27111
H 2.67580 -1.10838 1.09774
H -3.57991 -1.03429 -0.02694
```

For the total energy, the calculation gives -7763.09695 eV. The calculation puts the HOMO-LUMO gap at 10.23 eV. The calculation puts the energy above the lowest of the compared OMol25 structures with the same formula, charge and spin at 3.4295 eV.

Here are the Mulliken charges for atoms 1 to 5, given in e:
1. C -1.0806
2. C 0.3380
3. N -0.4899
4. O -0.3751
5. C -0.4224



Computed, not measured: a structure of composition C4H5NO, with the ωB97M-V functional and the def2-TZVPD basis.

```
11
C4H5NO | OMol25 | the ωB97M-V functional and the def2-TZVPD basis
O 2.00740 0.25169 0.24411
C 0.67012 0.02792 0.13750
C -0.11574 -1.17222 -0.18166
C -1.48716 -0.85401 -0.40976
C -1.47259 0.52134 -0.22314
N -0.22794 1.04995 0.08475
H 2.44206 -0.16496 -0.51176
H 0.36104 -2.15202 -0.21186
H 0.24470 -0.72280 1.05121
H -2.29659 1.23094 -0.25802
H 0.01218 2.00123 0.32347
```

For the total energy, the calculation gives -7761.99173 eV. The calculation puts the HOMO-LUMO gap at 7.61 eV. The calculation puts the energy above the lowest of the compared OMol25 structures with the same formula, charge and spin at 4.5347 eV.

Here are the Mulliken charges for atoms 1 to 5, given in e:
1. O -0.5163
2. C 0.4225
3. C -0.3861
4. C -0.8618
5. C -0.1291



Computed, not measured: a structure of composition C4H5NO at a distorted geometry, with the ωB97M-V functional and the def2-TZVPD basis.

```
11
C4H5NO | OMol25 | the ωB97M-V functional and the def2-TZVPD basis
C -0.89303 0.41691 -0.69451
C -0.03290 -0.59276 1.05832
C 0.35144 0.62606 0.21221
C -1.28814 -0.47901 0.39480
N 1.38785 0.30540 -0.69352
O 1.66800 -0.92033 -0.84266
H -1.56474 1.17330 -1.06048
H -0.68869 -0.00525 -1.68444
H 0.66798 -1.20164 0.49941
H -0.02393 -0.91622 2.00170
H 0.41616 1.59354 0.80918
```

For the total energy, the calculation gives -7758.43273 eV. The calculation puts the HOMO-LUMO gap (spin up / spin down) at 7.26 / 7.26 eV. The calculation puts the energy above the lowest of the compared OMol25 structures with the same formula, charge and spin at 8.0937 eV.

Here are the Mulliken charges for atoms 1 to 5, given in e:
1. C -0.9172
2. C -0.8913
3. C 0.6089
4. C -0.0521
5. N -0.2326